A structure of composition C23H17KN4O7S. Source: the OMol25 dataset; level of theory: ωB97M-V/def2-TZVPD.

Each line ends with the Mulliken charge.
Cartesian coordinates (Å):
K -1.14 0.16 0.98  0.87
O -5.83 -3.14 4.87  -0.56
C -5.00 -2.48 3.99  1.18
C -4.69 -3.01 2.75  -0.29
C -3.85 -2.29 1.91  -0.26
N -3.36 -1.10 2.24  -0.22
C -3.65 -0.60 3.44  0.00
C -4.47 -1.25 4.35  -0.51
C -3.03 0.77 3.81  0.33
O -3.00 1.03 5.03  -0.76
O -2.64 1.43 2.82  -0.78
C -3.46 -2.90 0.54  -0.02
O -4.08 -3.94 0.23  -0.79
O -2.57 -2.29 -0.09  -0.57
H -6.08 -3.96 4.45  0.27
H -5.06 -3.96 2.39  0.41
H -4.65 -0.80 5.32  0.48
C -0.73 5.34 -2.97  -0.96
N -0.04 4.11 -2.71  0.18
C 1.12 3.94 -1.95  -0.59
C 1.41 2.63 -1.95  -0.31
N 0.44 2.01 -2.72  0.53
C -0.45 2.91 -3.20  0.07
S -1.72 2.64 -4.26  -0.45
C 0.35 0.58 -2.85  -0.31
C 1.11 -0.08 -3.79  -0.38
C 1.06 -1.47 -3.82  -0.47
C 0.29 -2.12 -2.88  -0.80
C -0.40 -1.35 -1.95  -0.10
N -0.40 -0.03 -1.95  0.06
H -0.20 6.15 -2.46  0.32
H -1.75 5.29 -2.60  0.33
H -0.76 5.54 -4.04  0.33
H 1.57 4.76 -1.44  0.40
H 2.14 2.06 -1.40  0.54
H 1.71 0.49 -4.50  0.43
H 1.63 -2.02 -4.56  0.38
H 0.24 -3.20 -2.82  0.46
H -0.96 -1.85 -1.16  0.40
O 1.61 0.89 0.34  -0.81
C 1.98 -0.27 0.66  0.68
O 1.28 -1.28 0.83  -0.82
C 3.50 -0.46 0.83  0.02
C 4.01 -1.71 1.15  -0.24
C 5.38 -1.89 1.31  -0.50
C 6.25 -0.82 1.14  -0.29
C 5.74 0.43 0.81  -0.60
C 4.38 0.61 0.66  -0.19
H 3.31 -2.52 1.28  0.42
H 5.77 -2.87 1.57  0.36
H 7.32 -0.96 1.26  0.35
H 6.42 1.27 0.68  0.36
H 3.94 1.57 0.42  0.38

For the energy above the lowest of the compared OMol25 structures with the same formula, charge and spin, the calculation gives 56.73 kJ/mol. The HOMO-LUMO gap is 7.1 eV. Its net charge is -2. Its LUMO energy is 4.114 eV.



A structure of composition C23H17N4OS4SbTc. Source: the OMol25 dataset; level of theory: ωB97M-V/def2-TZVPD.

Each line ends with the Mulliken charge.
Cartesian coordinates (Å):
Tc -0.40 0.43 -0.52  -0.43
C 1.67 5.26 1.23  -0.59
C 1.65 4.45 0.11  -0.88
C 0.97 3.24 0.16  1.04
C 0.31 2.86 1.32  0.02
C 0.32 3.67 2.44  -0.53
C 1.00 4.88 2.39  -0.70
N -0.36 1.58 1.30  1.13
N -0.91 1.20 2.34  -0.98
C -1.57 -0.01 2.19  0.48
C -2.21 -0.54 3.30  -0.44
C -2.89 -1.74 3.18  -0.70
C -2.91 -2.37 1.95  -0.96
C -2.26 -1.82 0.84  -0.23
C -1.57 -0.64 0.92  1.46
H 2.21 6.20 1.20  0.45
H 2.16 4.74 -0.80  0.41
H 0.95 2.60 -0.71  -0.03
H -0.21 3.36 3.33  0.50
H 1.02 5.52 3.26  0.44
H -2.18 0.01 4.23  0.55
H -3.39 -2.17 4.03  0.44
H -3.44 -3.31 1.84  0.48
H -2.36 -2.37 -0.09  0.27
C 3.36 -1.09 1.22  -1.04
C 3.38 -2.40 0.76  -0.59
C 2.33 -2.86 -0.03  -1.14
C 1.29 -2.00 -0.33  0.73
N 1.27 -0.73 0.13  0.87
C 2.29 -0.29 0.88  -0.18
C 0.15 -2.37 -1.21  0.68
C -0.01 -3.62 -1.78  -0.87
C -1.09 -3.86 -2.60  -0.76
C -2.01 -2.85 -2.85  -0.95
C -1.82 -1.63 -2.24  -0.91
N -0.76 -1.38 -1.44  1.26
H 4.16 -0.70 1.82  0.48
H 4.20 -3.06 1.00  0.48
H 2.34 -3.87 -0.40  0.48
H 2.23 0.73 1.24  0.42
H 0.70 -4.40 -1.57  0.53
H -1.23 -4.85 -3.04  0.51
H -2.87 -3.00 -3.48  0.57
H -2.53 -0.82 -2.37  0.52
S -0.36 2.46 -3.51  -0.13
Sb 0.65 2.79 -5.48  1.01
S 0.88 -0.24 -4.13  0.20
S 0.83 0.96 -2.56  -0.10
S 2.13 0.76 -5.28  -0.09
O -3.04 1.91 -1.24  -0.19
C -2.08 1.38 -0.97  0.01

For the energy above the lowest of the compared OMol25 structures with the same formula, charge and spin, the calculation gives 0.00 kJ/mol. The HOMO-LUMO gap (spin up / spin down) is 4.5 / 4.5 eV. Its net charge is +3. Its LUMO energy (spin up / spin down) is -12.018 / -12.017 eV.



A structure of composition C23H18CaN6O6. Source: the OMol25 dataset; level of theory: ωB97M-V/def2-TZVPD.

Each line ends with the Mulliken charge.
Cartesian coordinates (Å):
Ca 0.55 0.87 0.39  1.89
N 1.98 -0.94 3.15  -0.07
C 1.36 0.21 3.62  0.65
C 1.12 0.27 5.00  -0.73
C 0.51 1.39 5.52  -0.35
C 0.15 2.43 4.66  -0.79
C 0.42 2.28 3.32  -0.22
N 1.01 1.19 2.80  -0.23
C 2.62 -1.25 1.95  0.72
C 3.31 -2.46 1.90  -0.68
C 3.96 -2.82 0.74  -0.46
C 3.92 -1.96 -0.35  -0.69
C 3.22 -0.78 -0.22  -0.43
N 2.56 -0.42 0.90  -0.42
H 2.12 -1.64 3.86  0.14
H 1.41 -0.55 5.65  0.33
H 0.31 1.46 6.58  0.40
H -0.33 3.33 5.03  0.41
H 0.15 3.04 2.60  0.41
H 3.33 -3.11 2.77  0.33
H 4.50 -3.76 0.68  0.42
H 4.39 -2.20 -1.29  0.43
H 3.12 -0.11 -1.06  0.57
O -1.61 1.16 0.91  -0.62
N -2.08 1.92 -0.01  -0.43
N -1.26 2.79 -0.45  1.21
O -0.02 2.95 -0.02  -0.94
C -1.72 3.66 -1.50  0.07
C -2.85 4.43 -1.31  -0.23
C -3.27 5.26 -2.33  -0.55
C -2.56 5.32 -3.52  -0.46
C -1.42 4.54 -3.69  -0.64
C -0.99 3.70 -2.67  -0.19
H -3.39 4.36 -0.37  0.43
H -4.16 5.86 -2.20  0.36
H -2.89 5.97 -4.32  0.38
H -0.87 4.58 -4.62  0.37
H -0.11 3.08 -2.78  0.45
O 1.73 -1.22 -2.81  -0.71
C 0.70 -1.08 -2.17  0.23
O 0.32 -0.01 -1.58  -0.67
C -0.23 -2.27 -2.01  0.08
C -1.44 -2.16 -1.33  -0.15
C -2.25 -3.27 -1.15  -0.61
C -1.84 -4.48 -1.67  0.14
C -0.65 -4.62 -2.37  -0.47
C 0.15 -3.50 -2.53  -0.57
N -2.69 -5.66 -1.48  1.00
O -3.71 -5.53 -0.83  -0.61
O -2.35 -6.70 -2.01  -0.61
H -1.75 -1.19 -0.95  0.61
H -3.19 -3.20 -0.62  0.49
H -0.38 -5.59 -2.76  0.48
H 1.09 -3.56 -3.07  0.50

For the energy above the lowest of the compared OMol25 structures with the same formula, charge and spin, the calculation gives 67.71 kJ/mol. The HOMO-LUMO gap is 8.5 eV. Its net charge is 0. Its LUMO energy is -0.172 eV.



A structure of composition C23H18F3FeN4O2S. Source: the OMol25 dataset; level of theory: ωB97M-V/def2-TZVPD.

Each line ends with the Mulliken charge.
Cartesian coordinates (Å):
Fe -1.62 -1.79 -0.12  -0.10
C 2.95 3.39 -3.04  -1.58
C 2.44 2.04 -2.65  0.80
C 1.23 1.56 -3.13  -0.68
C 0.75 0.31 -2.75  -0.26
C 1.50 -0.47 -1.88  0.15
C 2.73 -0.02 -1.41  -0.57
C 3.19 1.22 -1.79  -0.85
S 0.86 -2.01 -1.32  1.65
O 1.86 -3.03 -1.46  -0.72
O -0.44 -2.18 -1.98  -0.84
N 0.36 -1.79 0.17  0.10
C 0.92 -2.06 1.40  0.74
C 2.25 -2.20 1.72  -0.79
C 2.64 -2.43 3.06  -0.93
C 1.72 -2.53 4.06  -0.95
C 0.35 -2.41 3.77  1.10
C -0.67 -2.54 4.74  -0.59
C -1.99 -2.46 4.36  -0.82
C -2.29 -2.26 3.01  -0.03
N -1.38 -2.12 2.07  -0.43
C -0.06 -2.19 2.44  0.35
H 2.36 3.82 -3.85  0.36
H 3.99 3.34 -3.36  0.45
H 2.91 4.08 -2.19  0.31
H 0.66 2.16 -3.82  0.40
H -0.18 -0.07 -3.14  0.61
H 3.33 -0.65 -0.76  0.29
H 4.15 1.57 -1.43  0.45
H 3.00 -2.15 0.94  0.43
H 3.69 -2.54 3.28  0.41
H 2.03 -2.70 5.09  0.41
H -0.40 -2.70 5.77  0.44
H -2.79 -2.55 5.08  0.40
H -3.33 -2.21 2.68  0.39
N -4.72 -2.86 -0.42  -0.09
C -3.64 -2.49 -0.32  0.32
H -5.65 -3.22 -0.53  0.33
F -2.02 5.21 -0.49  -0.25
C -1.34 4.41 -1.32  0.71
F -0.03 4.71 -1.20  -0.23
F -1.70 4.71 -2.57  -0.28
C -1.58 2.96 -0.99  0.47
C -2.21 2.12 -1.89  -0.55
C -2.36 0.79 -1.54  -0.19
N -1.94 0.30 -0.37  -0.05
C -1.35 1.13 0.50  -0.22
C -1.15 2.47 0.23  -1.04
H -2.55 2.47 -2.85  0.52
H -2.82 0.08 -2.22  0.45
H -1.01 0.69 1.43  0.50
H -0.66 3.11 0.95  0.49

The expectation value of S² is 6.016. The multiplicity is 5. For the energy above the lowest of the compared OMol25 structures with the same formula, charge and spin, the calculation gives 0.00 kJ/mol. The HOMO-LUMO gap (spin up / spin down) is 7.6 / 7.2 eV. Its net charge is +1. Its LUMO energy (spin up / spin down) is -3.117 / -3.594 eV.



A structure of composition C23H18F6HfN3O8. Source: the OMol25 dataset; level of theory: ωB97M-V/def2-TZVPD.

Each line ends with the Mulliken charge.
Cartesian coordinates (Å):
Hf -0.04 -0.03 0.53  1.55
O -3.32 4.84 2.68  -0.51
C -2.66 3.81 2.16  0.88
C -2.10 3.83 0.87  -0.51
C -1.45 2.70 0.44  -0.04
N -1.33 1.63 1.23  0.61
C -1.88 1.58 2.44  0.52
C -2.57 2.65 2.95  -0.80
C -1.69 0.21 3.07  0.19
O -2.33 -0.15 4.02  -0.60
O -0.80 -0.51 2.40  -0.68
C -0.86 2.44 -0.95  0.28
O -0.71 3.33 -1.74  -0.61
O -0.59 1.16 -1.11  -0.77
H -3.33 5.60 2.08  0.33
H -2.18 4.69 0.22  0.51
H -3.03 2.60 3.93  0.60
O -4.79 -5.30 -0.15  -0.49
C -5.23 -3.96 -0.24  -0.62
C -4.04 -3.05 -0.24  0.35
C -4.20 -1.68 -0.38  -1.04
C -3.09 -0.87 -0.35  -0.29
N -1.85 -1.35 -0.21  -0.20
C -1.68 -2.68 -0.12  0.19
C -2.76 -3.56 -0.11  -0.50
C -0.28 -3.14 -0.07  0.88
C 0.09 -4.47 -0.12  -0.71
C 1.43 -4.82 -0.15  0.82
C 1.83 -6.27 -0.25  -0.86
O 0.85 -7.14 0.28  -0.50
C 2.38 -3.81 -0.12  -0.97
C 1.95 -2.50 -0.05  -0.24
N 0.66 -2.17 -0.02  -0.35
H -5.55 -5.88 -0.09  0.31
H -5.87 -3.70 0.61  0.36
H -5.81 -3.79 -1.15  0.35
H -5.18 -1.24 -0.51  0.46
H -3.17 0.21 -0.45  0.46
H -2.62 -4.62 -0.01  0.63
H -0.65 -5.26 -0.15  0.55
H 2.81 -6.43 0.21  0.44
H 1.92 -6.53 -1.31  0.28
H 0.94 -7.19 1.24  0.31
H 3.44 -4.02 -0.15  0.49
H 2.66 -1.67 -0.01  0.47
C 2.57 2.96 1.17  -1.87
C 2.72 1.45 1.20  1.38
O 1.79 0.82 0.39  -0.83
C 2.50 0.91 2.63  0.40
F 1.34 1.40 3.11  -0.19
F 2.34 -0.43 2.61  -0.23
F 3.46 1.21 3.48  -0.26
C 4.12 1.06 0.67  0.57
F 4.32 -0.27 0.74  -0.23
F 4.22 1.41 -0.61  -0.25
F 5.10 1.65 1.34  -0.25
H 1.58 3.23 1.54  0.34
H 2.67 3.30 0.14  0.46
H 3.32 3.45 1.78  0.45

The HOMO-LUMO gap is 8.8 eV. Its net charge is +1. Its LUMO energy is -3.968 eV.



A structure of composition C23H18FeN5O2. Source: the OMol25 dataset; level of theory: ωB97M-V/def2-TZVPD.

Each line ends with the Mulliken charge.
Cartesian coordinates (Å):
Fe -0.61 0.03 -0.76  -0.34
O 3.75 -0.58 -0.96  -0.67
C 4.06 0.73 -0.94  0.36
C 5.42 1.06 -0.93  -0.69
C 5.81 2.38 -0.93  -0.30
C 4.87 3.41 -0.95  -0.80
C 3.53 3.09 -0.95  -0.34
C 3.10 1.76 -0.94  0.20
C 1.67 1.45 -0.90  1.12
O 1.31 0.22 -1.04  -0.99
N 0.81 2.46 -0.71  -1.14
N -0.43 1.92 -0.66  0.76
C -1.49 2.62 -0.52  -0.27
C -2.73 1.82 -0.42  0.77
C -3.98 2.37 -0.19  -0.97
C -5.07 1.53 -0.06  -0.21
C -4.90 0.17 -0.17  -0.91
C -3.62 -0.32 -0.41  0.01
N -2.57 0.48 -0.54  0.14
H 2.78 -0.64 -1.00  0.43
H 6.14 0.25 -0.92  0.44
H 6.87 2.61 -0.92  0.39
H 5.19 4.44 -0.97  0.41
H 2.78 3.87 -0.96  0.45
H -1.47 3.70 -0.45  0.44
H -4.07 3.45 -0.11  0.44
H -6.06 1.95 0.12  0.43
H -5.73 -0.52 -0.07  0.42
H -3.43 -1.38 -0.52  0.45
C -0.64 0.10 3.53  -0.94
C -0.89 -1.23 3.81  -0.47
C -0.89 -2.16 2.78  -1.03
C -0.65 -1.71 1.49  0.87
N -0.44 -0.42 1.22  0.56
C -0.42 0.47 2.21  -0.12
C -0.61 -2.61 0.30  0.67
C -0.46 -3.98 0.38  -0.84
C -0.40 -4.72 -0.79  -0.49
C -0.49 -4.06 -2.01  -0.70
C -0.62 -2.68 -2.00  -0.42
N -0.68 -1.97 -0.87  0.35
H -0.61 0.85 4.31  0.43
H -1.08 -1.55 4.83  0.45
H -1.09 -3.20 2.97  0.37
H -0.21 1.49 1.93  0.50
H -0.36 -4.47 1.34  0.43
H -0.27 -5.79 -0.75  0.45
H -0.44 -4.59 -2.94  0.43
H -0.68 -2.12 -2.93  0.47

The HOMO-LUMO gap (spin up / spin down) is 6.8 / 6.9 eV. Its net charge is +1. Its LUMO energy (spin up / spin down) is -3.621 / -3.522 eV.



A structure of composition C23H18MnN3O2. Source: the OMol25 dataset; level of theory: ωB97M-V/def2-TZVPD.

Each line ends with the Mulliken charge.
Cartesian coordinates (Å):
Mn 0.48 -0.28 -0.35  -0.15
O -0.32 -1.82 -0.83  -0.36
C -0.36 -3.04 -0.35  0.64
C -1.21 -3.99 -0.95  -0.79
C -1.24 -5.27 -0.45  -0.42
C -0.45 -5.65 0.65  -0.71
C 0.37 -4.74 1.25  -0.90
C 0.43 -3.41 0.76  0.63
C 1.25 -2.46 1.40  0.11
N 1.36 -1.19 1.10  -0.08
C 2.27 -0.38 1.93  -0.72
C 1.75 1.04 1.86  -0.98
N 1.47 1.26 0.44  0.13
C 1.85 2.34 -0.13  0.00
C 1.63 2.63 -1.52  0.55
C 2.02 3.87 -2.05  -0.83
C 1.81 4.15 -3.38  -0.74
C 1.21 3.19 -4.20  -0.47
C 0.84 1.96 -3.71  -0.66
C 1.04 1.68 -2.36  0.60
O 0.67 0.47 -1.90  -0.65
H -1.82 -3.69 -1.79  0.49
H -1.89 -6.00 -0.91  0.41
H -0.49 -6.67 1.02  0.43
H 0.98 -5.01 2.10  0.39
H 1.83 -2.81 2.25  0.38
H 3.28 -0.44 1.53  0.28
H 2.27 -0.76 2.96  0.51
H 2.48 1.76 2.23  0.49
H 0.82 1.14 2.42  0.26
H 2.37 3.09 0.47  0.34
H 2.48 4.60 -1.40  0.40
H 2.10 5.11 -3.79  0.42
H 1.05 3.41 -5.25  0.42
H 0.39 1.21 -4.34  0.50
N -5.52 2.50 2.74  -0.47
C -4.57 2.07 2.24  -0.07
C -3.39 1.53 1.63  0.31
C -2.68 2.30 0.71  -0.97
C -1.54 1.79 0.12  0.13
C -1.11 0.51 0.45  1.71
C -1.83 -0.27 1.35  -0.32
C -2.97 0.24 1.95  -0.96
H -3.03 3.29 0.45  0.48
H -1.00 2.39 -0.60  0.39
H -1.52 -1.28 1.60  0.35
H -3.53 -0.35 2.65  0.49

The expectation value of S² is 0.794. The multiplicity is 2. The HOMO-LUMO gap (spin up / spin down) is 6.8 / 7.7 eV. Its net charge is +1. Its LUMO energy (spin up / spin down) is -5.134 / -4.249 eV.



A structure of composition C23H18N5RuS3Se. Source: the OMol25 dataset; level of theory: ωB97M-V/def2-TZVPD.

Each line ends with the Mulliken charge.
Cartesian coordinates (Å):
Ru 0.98 -1.76 -0.17  0.31
C 2.61 -0.43 0.69  -0.63
C 2.04 -0.96 1.86  -0.47
C 2.30 -2.35 1.90  -0.37
C 2.98 -2.69 0.73  -0.46
C 3.20 -1.51 -0.01  -0.93
H 2.65 0.61 0.41  0.58
H 1.54 -0.38 2.63  0.36
H 2.02 -3.04 2.68  0.66
H 3.32 -3.68 0.46  0.51
H 3.77 -1.43 -0.92  0.83
N -0.85 -0.67 -0.97  0.01
C -2.13 -0.98 -0.40  -0.02
C -3.32 -0.60 -0.95  -0.28
C -4.54 -0.98 -0.35  -0.78
C -4.55 -1.74 0.78  -0.92
C -3.33 -2.14 1.38  0.71
C -3.25 -2.91 2.56  -0.69
C -2.03 -3.19 3.09  -1.00
C -0.88 -2.71 2.44  0.11
N -0.89 -2.01 1.33  0.65
C -2.12 -1.74 0.79  -0.26
H -0.76 0.33 -1.12  0.12
H -0.79 -1.12 -1.88  0.52
H -3.32 0.00 -1.86  0.53
H -5.47 -0.67 -0.81  0.38
H -5.48 -2.05 1.24  0.41
H -4.16 -3.26 3.03  0.41
H -1.92 -3.78 3.99  0.43
H 0.09 -2.92 2.86  0.06
Se 0.48 -4.01 -1.17  -0.07
C 0.35 -4.89 0.46  0.27
N 0.30 -5.43 1.48  -0.57
S -0.62 3.74 -4.20  -0.32
C 0.22 2.54 -3.43  0.21
S 0.26 0.89 -3.98  -0.09
C 1.18 0.42 -2.59  0.16
N 1.47 1.39 -1.80  -0.50
N 0.94 2.58 -2.28  0.43
C 1.18 3.73 -1.45  0.47
C 1.49 4.95 -2.02  -0.55
C 1.71 6.04 -1.19  -0.63
C 1.64 5.90 0.19  -0.47
C 1.35 4.66 0.74  -0.75
C 1.12 3.57 -0.07  -0.04
S 1.67 -1.26 -2.36  -0.23
H 1.55 5.05 -3.09  0.42
H 1.95 7.00 -1.63  0.37
H 1.82 6.76 0.83  0.38
H 1.31 4.54 1.82  0.37
H 0.90 2.60 0.34  0.39

The expectation value of S² is 0.759. The multiplicity is 2. For the energy above the lowest of the compared OMol25 structures with the same formula, charge and spin, the calculation gives 102.22 kJ/mol. The HOMO-LUMO gap (spin up / spin down) is 7.1 / 7.2 eV. Its net charge is 0. Its LUMO energy (spin up / spin down) is -0.498 / -0.609 eV.



How do the records compare in total energy? In the order shown, they have -71585.88265, -84185.48728, -63806.50420, -87568.97032, -62607.68042, -70071.94558, -64021.52408, -132027.37640 eV.